Entry 1:
Here is a cluster of 2 separate species, C21H32NO7S in total at a distorted geometry from the OMol25 dataset. Energies are from the ωB97M-V functional and the def2-TZVPD basis.

Computed properties:
* charge: +1
* E_tot: -48942.2605 eV
* M: 442.554 u
* multiplicity: 1
* LUMO: -0.1389 Ha
* maximum force: 5.3 eV Å⁻¹
* E_HOMO: -0.4611 Eh
* frontier orbital gap: 8.77 eV

Element x y z (Å)
S -0.071726 -1.978379 -3.706631
O -4.975611 -1.497542 3.731378
O -5.865925 -0.779152 5.678197
O -0.215698 -3.274220 -4.394284
O -1.273442 -1.790144 -2.871782
O 0.728011 -0.611861 0.573151
O -1.185883 -1.500975 1.490510
O -4.466557 -2.549939 5.650417
N 0.924755 -1.417326 -0.550381
C -0.675966 -0.601947 0.884832
C 1.487846 -1.992283 -2.763850
C -0.889925 1.854126 0.150941
C -1.559257 0.586689 0.491512
C 1.495202 -2.799029 -0.312027
C -3.917329 -2.401406 3.433276
C -0.076655 -0.701525 -5.018556
C 2.594789 2.913581 -1.087352
C -3.767412 1.749185 0.091670
C 3.184282 1.950147 2.329418
C 1.745946 -0.899919 -1.672408
C -3.951306 -3.355313 4.595221
C -3.016645 0.536149 0.438553
C 3.722622 3.064343 1.317520
C -5.171489 -1.534243 5.080116
C -3.071175 2.995677 -0.213930
C -1.595525 3.066881 -0.201326
C 2.817627 1.340184 -1.068830
C 1.645285 -3.311442 -1.830093
C 1.740455 0.632991 -2.023555
C 2.608218 3.596086 0.335856
H 2.507056 -2.613384 0.135674
H -4.881490 1.684367 0.091456
H 3.813898 1.143409 -1.547339
H 4.016436 3.942771 1.963946
H 2.697052 0.866328 -0.063537
H 0.228372 1.861576 0.168883
H -2.980360 -1.841539 3.377723
H 1.579020 3.585153 0.801035
H 2.062841 1.909073 2.220345
H -0.058194 -1.670292 -0.796077
H -0.331098 0.270715 -4.514854
H 1.007010 -4.172634 -2.142320
H -0.813193 -0.973499 -5.819601
H -3.653791 3.908377 -0.464106
H 3.389810 3.357998 -1.742782
H 4.667563 2.757199 0.793224
H 2.829851 4.690637 0.160679
H -4.089564 -2.898962 2.478790
H 2.827853 -1.072887 -1.393381
H 3.545652 0.954236 1.936020
H 3.518565 2.104554 3.380623
H 0.718406 1.079052 -1.930820
H -4.629496 -4.195910 4.427586
H 0.951113 -3.466939 0.395844
H 0.958012 -0.669485 -5.448058
H 2.109609 0.795837 -3.068911
H 2.748966 -3.513445 -1.906126
H 1.583412 3.085125 -1.560926
H -2.964729 -3.742494 4.847670
H -1.051123 4.012415 -0.441261
H -3.519094 -0.429273 0.680479
H 2.264125 -2.037474 -3.577441

Forces on atoms 1 to 3 (eV/Å):
S -4.232 -2.768 -1.621
O 0.013 -0.131 0.296
O 0.215 -0.190 -0.214

Here are the Löwdin charges for atoms 1 to 5, given in e: 0.67, 0.05, 0.18, -0.33, -0.34

***

Entry 2:
Here is the ion C9H11N2S2 with charge +1 at a distorted geometry from the OMol25 dataset. Energies are from the ωB97M-V functional and the def2-TZVPD basis.

Computed properties:
* charge: +1
* E_tot: -34151.9630 eV
* M: 211.335 u
* energy relative to the best compared isomer or geometry (same formula, charge and spin): 65.2 kcal/mol
* structure (SMILES): C#[N+][C@@]1(SC)C=CC=C/C1=N\SC
* multiplicity: 1
* LUMO: -0.1635 Ha
* maximum force: 4.4 eV Å⁻¹
* E_HOMO: -0.4186 Eh
* frontier orbital gap: 6.94 eV

Element x y z (Å)
S 2.130912 -0.354838 -0.913854
S -1.823246 -1.246572 1.673733
N -0.884545 -0.731119 0.472356
N -0.159294 -0.043374 -2.036447
C 2.167083 -1.136292 0.711490
C -0.084870 2.820918 0.773916
C 0.784044 2.008745 -1.337344
C -0.598661 -0.539157 -2.975608
C -2.004751 -2.951130 1.081650
C -0.548513 1.598501 1.117889
C 0.423629 0.607522 -0.982551
C 0.591890 3.014308 -0.472799
C -0.392719 0.451772 0.279336
H 1.289519 2.141661 -2.279497
H 0.945483 4.003660 -0.720132
H -1.087730 1.438748 2.040763
H -2.204230 -2.928715 0.016691
H 3.188288 -1.502071 0.801950
H -0.998919 -1.041099 -3.817430
H -1.095832 -3.506945 1.288499
H -0.240028 3.666829 1.422220
H 1.476991 -1.970826 0.745432
H 1.964224 -0.411370 1.493785
H -2.838724 -3.389159 1.615952

Forces on atoms 1 to 3 (eV/Å):
S -0.348 0.500 0.091
S -0.584 -0.495 0.618
N 1.061 1.154 -1.441

Here are the Löwdin charges for atoms 1 to 5, given in e: 0.94, 0.92, -0.31, 0.12, -0.37

***

Entry 3:
Here is a cluster of 6 separate species, C27H43ClN3O18P in total at a distorted geometry from the OMol25 dataset. Energies are from the ωB97M-V functional and the def2-TZVPD basis.

Computed properties:
* E_tot: -91833.1843 eV
* M: 764.071 u
* structure (SMILES): CCNc1cc(CC=O)c2nc(P(O)Cl)cnc2c1O.COC(=O)OC.COC(=O)OC.COC(=O)OC.COC(=O)OC.COC(=O)OC
* multiplicity: 1
* LUMO: -0.0254 Ha
* maximum force: 1.5 eV Å⁻¹
* E_HOMO: -0.3153 Eh
* frontier orbital gap: 7.89 eV

Element x y z (Å)
Cl 0.948393 3.457451 7.903064
P 2.194682 4.394853 6.594113
O 0.440645 2.497098 -5.164787
O -3.255318 3.521009 -0.776843
O 3.326582 5.047113 7.598610
O 3.793543 1.481671 -2.701828
O -1.412034 3.642794 -4.580670
O -2.988455 1.281994 -0.842664
O 3.271587 2.126680 -0.692624
O -6.467482 -1.712407 -5.228793
O 0.329362 3.751235 -3.288738
O -6.795799 -7.308532 -2.809252
O -8.193781 -5.635741 -3.403187
O -5.375250 0.263651 -5.299277
O -6.007075 -5.304619 -2.945160
O -4.628259 -1.500944 -4.104176
O 4.935076 0.629368 -0.946956
O -4.776850 2.278030 0.114893
O 6.462542 0.514551 3.181568
O 1.322867 0.266128 8.155680
N 5.006954 2.446213 4.444262
N 5.696688 -2.218221 3.353715
N 2.688450 1.754914 5.964545
C -2.017851 3.645336 -1.493233
C 1.897887 -1.052719 6.219272
C 1.935761 -0.635784 7.681521
C -3.515676 -0.697826 -3.691917
C -3.610485 2.267426 -0.531450
C 3.134120 2.981501 5.819602
C 3.495103 2.049429 0.715947
C -0.156437 3.224217 -4.414929
C 3.830361 -1.504138 4.755921
C 4.081724 1.344880 -1.402839
C 3.089704 -0.556574 5.412981
C -7.455825 -1.154716 -6.099367
C 3.454125 0.824359 5.331424
C 1.687925 3.361310 -3.022173
C -2.050802 3.146559 -5.761482
C 4.589516 1.157387 4.564499
C 8.035355 -2.550209 4.104154
C 4.286656 3.325072 5.083267
C -6.192650 -3.906132 -3.212532
C -7.104967 -6.038607 -3.084231
C 4.617825 0.673093 -3.550199
C -7.893017 -8.214624 -2.921242
C 6.573063 -2.930943 4.335464
C 4.981379 -1.180032 3.992104
C -5.479248 -0.870589 -4.915027
C -5.280311 0.982087 0.440618
C 5.334228 0.143872 3.904507
H 4.586977 4.367124 5.028623
H 6.189856 0.582786 2.257973
H -2.925473 -0.392143 -4.554098
H -7.010901 -0.863845 -7.048821
H 4.184125 5.150910 7.170839
H -1.197205 3.220081 -0.918351
H -3.054980 3.560065 -5.769652
H 1.753069 2.293812 -2.893708
H -2.900835 -1.313692 -3.042419
H 4.293919 0.865328 -4.569079
H -1.518869 3.475601 -6.651869
H -2.112961 2.060542 -5.737622
H 1.958836 -2.140759 6.245157
H -4.591901 0.455775 1.099308
H -6.223076 1.135032 0.957837
H 8.645601 -2.926153 4.923249
H 2.344103 3.695509 -3.823622
H -5.239669 -3.419538 -3.064612
H 3.320299 1.035054 1.072444
H 2.576651 -1.280648 8.315557
H 5.664312 0.952105 -3.447122
H 4.481626 -0.382138 -3.324171
H -5.458320 0.399697 -0.462141
H 0.946554 -0.796990 5.755507
H -1.836929 4.705611 -1.637340
H 4.508416 2.367526 0.957498
H -8.682809 -7.951626 -2.219844
H -8.191395 -1.935044 -6.272988
H -7.509484 -9.200575 -2.674149
H 2.790145 2.720483 1.198264
H 8.382587 -2.951560 3.154950
H -3.853925 0.171274 -3.132861
H -2.094829 3.167756 -2.459041
H 1.977236 3.850492 -2.099199
H 6.303480 -2.621641 5.343791
H -8.280891 -8.226008 -3.938264
H 3.543974 -2.544238 4.819025
H -6.915826 -3.482977 -2.515526
H 6.288387 -1.786250 2.656508
H -7.942643 -0.301629 -5.631183
H 6.414814 -4.006616 4.279264
H -6.512906 -3.751350 -4.234056
H 8.116327 -1.465071 4.099788

Forces on atoms 1 to 3 (eV/Å):
Cl 0.462 -0.037 -0.035
P -0.464 0.512 -0.638
O -0.004 -0.056 -0.013

Here are the Löwdin charges for atoms 1 to 5, given in e: 0.27, 0.53, 0.13, 0.02, -0.37

***

Entry 4:
Here is the molecule C4H6S2Si at a distorted geometry from the OMol25 dataset. Energies are from the ωB97M-V functional and the def2-TZVPD basis.

Computed properties:
* E_tot: -33789.8022 eV
* M: 146.312 u
* energy relative to the best compared isomer or geometry (same formula, charge and spin): 30.7 kcal/mol
* multiplicity: 1
* LUMO (alpha / beta): -0.0609 / -0.0349 Ha
* maximum force: 1.4 eV Å⁻¹
* E_HOMO (alpha / beta): -0.3194 / -0.3169 Eh
* frontier orbital gap (alpha / beta): 7.03 / 7.68 eV

Element x y z (Å)
S -5.264904 0.331679 -0.658907
S -3.957899 -0.453925 0.588967
Si 0.007852 1.635962 0.171160
C 0.159994 -0.282310 0.102369
C -2.257446 0.217049 0.425570
C -1.271978 -0.843149 -0.032383
C -1.740857 1.370366 0.755370
H 0.075182 2.261839 -1.149116
H 0.851508 2.295809 1.158576
H -1.404388 -1.755126 0.555334
H 0.796146 -0.659216 -0.695309
H 0.593778 -0.626357 1.040769
H -1.497152 -1.083020 -1.073495

Forces on atoms 1 to 3 (eV/Å):
S 0.718 0.002 0.287
S 0.022 0.323 0.061
Si -0.550 -1.234 0.350

Here are the Löwdin charges for atoms 1 to 5, given in e: 0.11, 0.38, 0.67, -0.30, -0.70